Record 1
Entry from the Open Molecules 2025 dataset: a cluster of 11 separate species, C29H51N5O28 in total in a non-equilibrium geometry (ωB97M-V/def2-TZVPD).

Last column: Mulliken charge in e.
Cartesian coordinates (Å):
C -8.130510 0.961240 6.022080  -0.69
N -8.698660 0.041380 5.025980  0.82
O -9.111160 -1.039350 5.456980  -0.49
O -8.772290 0.318280 3.859510  -0.50
H -7.457550 0.326190 6.598210  0.29
H -8.908570 1.390380 6.653400  0.28
H -7.551980 1.793050 5.620190  0.29
C -9.754370 -1.711810 -1.492100  -0.71
N -9.459460 -3.062330 -2.054330  0.81
O -9.261170 -3.189860 -3.284980  -0.49
O -9.528610 -4.002890 -1.239560  -0.46
H -10.691770 -1.770180 -0.938940  0.30
H -9.867730 -1.028320 -2.333570  0.29
H -8.944290 -1.360910 -0.852770  0.27
C -14.280370 0.332140 3.368600  -0.59
N -15.257320 1.389760 2.862000  0.78
O -16.467390 1.091440 3.037070  -0.48
O -14.853730 2.290510 2.141610  -0.49
H -14.614880 -0.095980 4.313540  0.28
H -13.260620 0.698390 3.487240  0.28
H -14.182300 -0.352590 2.526210  0.23
C -16.574210 -2.545620 -1.159190  -0.71
N -15.172230 -2.611730 -1.614730  0.84
O -14.659180 -1.665570 -2.198370  -0.49
O -14.590320 -3.664550 -1.424400  -0.49
H -17.023560 -3.538670 -1.166600  0.28
H -17.142880 -1.868060 -1.796080  0.31
H -16.501110 -1.999410 -0.218770  0.27
C -11.354950 -5.657180 3.416080  -0.74
N -12.659630 -5.112650 3.997420  0.94
O -12.685300 -5.065780 5.204510  -0.54
O -13.523050 -4.810850 3.267160  -0.54
H -11.690760 -6.311150 2.611310  0.29
H -10.781340 -6.317610 4.066390  0.29
H -10.765510 -4.820190 3.041750  0.30
C -3.739410 -8.098180 -6.982120  -1.37
C -3.718780 -6.639930 -6.582630  0.44
C -4.813240 -6.199830 -5.596890  -0.38
O -4.118340 -5.630680 -4.552360  -0.28
C -2.777360 -5.831690 -4.663180  0.63
O -1.939360 -5.603390 -3.827590  -0.54
O -2.510880 -6.384870 -5.864910  -0.37
H -3.819370 -8.783810 -6.138540  0.34
H -2.863850 -8.320720 -7.592010  0.35
H -4.577230 -8.231680 -7.666460  0.39
H -3.738790 -5.957800 -7.432570  0.26
H -5.434540 -7.053360 -5.325640  0.25
H -5.471050 -5.442560 -6.023420  0.29
C -12.255620 -8.240960 -5.346140  -1.29
C -12.433770 -8.075100 -6.907380  0.35
C -11.466530 -7.307520 -7.860530  -0.35
O -10.558860 -8.347720 -8.388510  -0.34
C -11.194910 -9.552970 -8.192730  0.69
O -10.809660 -10.650990 -8.636590  -0.59
O -12.236770 -9.402750 -7.408450  -0.35
H -12.828660 -9.088720 -4.970600  0.34
H -12.629610 -7.341270 -4.857500  0.37
H -11.206020 -8.279140 -5.054620  0.32
H -13.481580 -7.797660 -7.022360  0.28
H -10.997370 -6.456100 -7.367500  0.30
H -11.922560 -6.878580 -8.752800  0.27
C -10.486130 -0.741190 -7.971160  -1.44
C -11.747580 -1.042520 -7.191940  0.56
C -12.898710 -0.072630 -7.374660  -0.42
O -13.980660 -0.895870 -7.743490  -0.34
C -13.646770 -2.122220 -7.809010  0.70
O -14.464760 -2.977670 -8.081080  -0.60
O -12.336130 -2.287360 -7.623320  -0.34
H -9.869010 -1.618170 -8.166520  0.34
H -9.944810 0.104920 -7.547870  0.37
H -10.757530 -0.372320 -8.960290  0.39
H -11.556990 -1.099260 -6.120230  0.23
H -12.704910 0.674000 -8.144780  0.27
H -13.072600 0.508450 -6.469010  0.28
C -4.566140 -0.395130 -0.620640  -1.40
C -3.972580 -1.601740 0.174000  0.50
C -3.409540 -1.381890 1.522540  -0.36
O -4.049570 -2.291530 2.353840  -0.34
C -5.065500 -2.892980 1.707330  0.65
O -5.869530 -3.690810 2.163880  -0.56
O -4.999390 -2.477670 0.392320  -0.32
H -3.885630 0.454540 -0.676050  0.38
H -5.367760 -0.000700 0.003800  0.34
H -4.942440 -0.683130 -1.602250  0.33
H -3.278610 -2.031810 -0.548180  0.24
H -3.526920 -0.366830 1.901970  0.26
H -2.341860 -1.600270 1.544200  0.28
C -12.392570 7.106150 -5.411570  -1.40
C -11.991410 6.298390 -4.144340  0.43
C -12.900230 5.154680 -3.658640  -0.36
O -12.021870 4.048550 -3.661220  -0.29
C -10.767340 4.438180 -3.914190  0.67
O -9.788760 3.705690 -3.808910  -0.59
O -10.743300 5.651140 -4.467280  -0.34
H -13.296650 7.712910 -5.360760  0.38
H -12.556940 6.397030 -6.222890  0.36
H -11.552920 7.751770 -5.668990  0.34
H -11.863480 7.003110 -3.322690  0.23
H -13.755500 5.079380 -4.330160  0.29
H -13.354460 5.370840 -2.691660  0.27
C -8.456870 -10.895310 1.586400  -1.36
C -8.433960 -10.059490 0.308570  0.44
C -7.219110 -9.237460 0.112410  -0.47
O -6.688110 -9.626790 -1.150750  -0.30
C -7.361600 -10.613790 -1.646600  0.66
O -7.065160 -11.265540 -2.615450  -0.55
O -8.370570 -10.981680 -0.764720  -0.38
H -7.460770 -11.292900 1.780830  0.35
H -9.257210 -11.624360 1.459750  0.33
H -8.696010 -10.297580 2.465970  0.37
H -9.325610 -9.462110 0.118300  0.31
H -6.499440 -9.463560 0.899210  0.27
H -7.471090 -8.177370 0.140860  0.31

Cartesian forces (eV/Å) of the 2 atoms listed first:
0.934 0.398 0.731
-1.203 -1.925 0.081

Highest occupied orbital energy in eV: -10.3483
Strongest force on any atom in eV/Å: 4.21
Spin multiplicity: 1
Frontier orbital gap in eV: 9.99
Net charge: 0
SMILES: C[C@H]1COC(=O)O1.C[C@H]1COC(=O)O1.C[C@H]1COC(=O)O1.C[C@H]1COC(=O)O1.C[C@H]1COC(=O)O1.C[C@H]1COC(=O)O1.C[N+](=O)[O-].C[N+](=O)[O-].C[N+](=O)[O-].C[N+](=O)[O-].C[N+](=O)[O-]
LUMO in eV: -0.35


Record 2
Entry from the Open Molecules 2025 dataset: a structure of composition C49H45BrN7O5Re (ωB97M-V/def2-TZVPD).

Last column: Mulliken spin population.
Cartesian coordinates (Å):
Re 0.171053 -0.569518 0.255947  2.17
Br 3.084830 -9.326903 3.515040  0.00
C 4.050094 -7.716411 3.314057  0.00
C 5.341640 -7.748944 2.812503  0.00
C 6.045668 -6.562336 2.682917  0.00
C 5.439282 -5.354083 3.001595  0.00
C 4.153306 -5.333934 3.532532  0.00
C 3.460169 -6.518833 3.695445  0.00
N 6.267542 -4.186272 2.916268  0.01
N 5.872457 -3.117512 2.437644  0.00
C 4.622915 -2.992523 1.752022  0.02
C 4.200203 -3.846329 0.759279  -0.02
C 3.015151 -3.621695 0.043986  0.04
C 2.231217 -2.524688 0.335541  0.01
O 1.066783 -2.272294 -0.240329  0.04
C 2.692159 -1.599814 1.310007  0.00
N 1.894630 -0.503611 1.513138  -0.04
C 2.273890 0.389901 2.410623  0.03
C 3.457338 0.262730 3.149809  -0.02
C 4.265104 -0.825719 2.957012  0.04
C 3.887490 -1.808225 2.019004  0.00
H 5.799877 -8.691051 2.547189  0.00
H 7.067178 -6.562663 2.326423  0.00
H 3.700855 -4.400747 3.842618  0.00
H 2.464963 -6.518128 4.117503  0.00
H 4.794309 -4.718661 0.521527  0.00
H 2.701430 -4.307276 -0.731018  0.00
H 1.644928 1.258615 2.545266  0.01
H 3.720840 1.040804 3.851445  0.00
H 5.193998 -0.942041 3.499378  0.00
O -0.821093 -1.421100 2.028944  -0.02
C -1.373035 -0.503389 2.989326  -0.01
C -1.092942 0.924473 2.595191  0.04
C -1.397446 1.951526 3.475708  -0.01
C -1.112154 3.254686 3.112321  0.02
C -0.502431 3.496364 1.887991  -0.02
C -0.214121 2.427122 1.069879  0.05
N -0.522701 1.158125 1.402944  0.01
H -1.524414 -1.986389 1.660219  0.01
H -0.932526 -0.721315 3.962998  0.00
H -2.446256 -0.657452 3.061841  0.00
H -1.849371 1.719580 4.431037  0.00
H -1.348653 4.073517 3.778332  0.00
H -0.263183 4.501182 1.565964  0.00
H 0.274208 2.567728 0.116980  0.00
C -1.696885 7.703310 1.150935  0.00
O -0.505856 7.031784 0.770324  0.00
C -0.381564 6.665301 -0.533063  0.00
C 0.815800 6.027082 -0.867441  0.00
C 1.030073 5.580404 -2.153437  0.00
C 0.052046 5.777958 -3.131884  0.00
C -1.092185 6.490167 -2.816370  0.00
C -1.331932 6.915190 -1.515698  0.00
N 0.228669 5.405713 -4.507694  0.00
N 0.659979 4.293227 -4.837800  0.00
C 0.790393 3.243440 -3.873082  0.03
C 2.016437 2.650478 -3.715992  -0.01
C 2.235553 1.659169 -2.744295  0.04
C 1.190956 1.229976 -1.956928  0.06
O 1.381966 0.291778 -1.024014  0.06
C -0.117152 1.755881 -2.187520  0.02
N -1.110126 1.219621 -1.443967  0.07
C -2.343610 1.583693 -1.681685  0.02
C -2.680109 2.520810 -2.679095  0.00
C -1.682096 3.106121 -3.403978  0.00
C -0.335849 2.746882 -3.161382  -0.01
H -1.619435 7.873422 2.220773  0.00
H -2.578404 7.094132 0.936409  0.00
H -1.786125 8.665581 0.642294  0.00
H 1.584776 5.928162 -0.110611  0.00
H 1.968914 5.108993 -2.407446  0.00
H -1.809123 6.705490 -3.598547  0.00
H -2.239865 7.456386 -1.295446  0.00
H 2.841007 2.995570 -4.326691  0.00
H 3.215539 1.220855 -2.616739  0.00
H -3.116706 1.114183 -1.086379  0.00
H -3.717874 2.760363 -2.864461  0.00
H -1.917580 3.820606 -4.180948  0.00
C -0.651915 -3.863165 -2.716808  0.00
C -1.259478 -2.599920 -3.332225  0.00
C -0.206559 -1.505254 -3.506552  0.01
C -2.512225 -2.187960 -2.579974  -0.01
C -3.732031 -2.426423 -3.206182  -0.01
C -4.946543 -2.169455 -2.593014  0.01
C -4.944029 -1.662879 -1.306204  -0.01
C -3.754232 -1.394060 -0.640321  0.00
C -3.801690 -0.887836 0.784217  -0.02
C -4.885977 0.155071 1.058509  0.00
C -3.971405 -2.086104 1.727789  0.00
C -2.533277 -1.651126 -1.277492  0.03
O -1.362198 -1.386972 -0.659689  0.29
H 0.178064 -4.220469 -3.329923  0.00
H -1.393123 -4.661300 -2.653349  0.00
H -0.273765 -3.658648 -1.714648  0.00
H -1.608003 -2.864728 -4.333413  0.00
H 0.331646 -1.324847 -2.578001  0.03
H -0.656168 -0.568701 -3.841668  0.00
H 0.526408 -1.812053 -4.254697  0.00
H -3.717310 -2.837740 -4.208208  0.00
H -5.876701 -2.368779 -3.107522  0.00
H -5.885108 -1.472104 -0.806762  0.00
H -2.843198 -0.389087 0.960986  0.04
H -5.883029 -0.283653 1.030664  0.00
H -4.860309 0.965693 0.329160  0.00
H -4.757167 0.588424 2.053088  0.00
H -4.949689 -2.537057 1.553145  0.00
H -3.932176 -1.816935 2.786436  0.00
H -3.243673 -2.880139 1.530481  0.00

Cartesian forces (eV/Å) of the 2 atoms listed first:
-0.035 -0.281 -0.628
0.003 -0.002 0.001

Highest occupied orbital energy (spin up / spin down) in eV: -9.7565 / -9.9042
Strongest force on any atom in eV/Å: 0.86
Spin multiplicity: 4
Frontier orbital gap (spin up / spin down) in eV: 6.68 / 6.29
Net charge: +1
LUMO (spin up / spin down) in eV: -3.07 / -3.61
<S²>: 3.773


Record 3
Entry from the Open Molecules 2025 dataset: a cluster of 2 separate species, C2H3F2N in total in a non-equilibrium geometry (ωB97M-V/def2-TZVPD).

Last column: Mulliken charge in e.
Cartesian coordinates (Å):
C -0.549619 0.212295 -0.403646  0.12
C 0.649919 0.293844 0.421983  -0.05
N 0.110265 -0.982979 0.048405  -0.43
F -1.663748 0.682746 0.167959  -0.24
F 1.812136 0.473685 -0.152796  -0.26
H -0.691554 0.375167 -1.968582  0.26
H 0.742482 0.643099 1.381178  0.37
H -0.409880 -1.697860 0.505496  0.24

Cartesian forces (eV/Å) of the 2 atoms listed first:
0.347 -0.247 -4.526
-0.480 -1.867 -1.599

Highest occupied orbital energy in eV: -10.2921
Strongest force on any atom in eV/Å: 4.82
Spin multiplicity: 1
Frontier orbital gap in eV: 11.25
Net charge: 0
LUMO in eV: 0.95